Arrangement i

An isolated ion of composition C2H2N3S2 and charge +1, computed with ωB97M-V/def2-TZVPD.

Calculated values
- Molecular weight: 132.19 g mol⁻¹
- Charge: +1
- LUMO level (spin up / spin down): -6.5 / -6.5 eV
- HOMO energy (spin up / spin down): -14.1711 / -14.1704 eV

```
9
Properties=species:S:1:pos:R:3:mulliken_charge:R:1
C 1.24 -0.17 0.40 0.291
C 2.56 -0.35 0.20 0.234
N -0.73 0.72 -0.34 -0.083
N -3.25 0.14 -0.35 -0.396
N 0.51 0.55 -0.46 -0.063
S 4.04 -0.22 -0.03 -0.110
S -2.05 0.84 0.39 0.425
H 0.85 -0.77 1.21 0.384
H -3.16 -0.73 -1.02 0.317
```

---

Arrangement ii

An isolated ion of composition C2H2N3S2 and charge +1, computed with ωB97M-V/def2-TZVPD.

Calculated values
- Molecular weight: 132.19 g mol⁻¹
- Charge: +1
- LUMO level (spin up / spin down): -8.1 / -8.1 eV
- HOMO energy (spin up / spin down): -14.1559 / -14.1555 eV

```
9
Properties=species:S:1:pos:R:3:mulliken_charge:R:1
C 0.75 -0.17 0.24 0.399
C 0.45 0.95 -0.57 0.034
N -1.77 0.38 -0.78 -0.075
N -0.32 -0.88 0.62 -0.182
N -0.70 1.17 -1.06 -0.293
S 2.19 -0.56 0.86 -0.182
S -1.91 -0.75 0.32 0.575
H 1.30 1.44 -0.84 0.488
H 0.01 -1.59 1.22 0.236
```

---

What should be chosen as the least stable of them? Choose arrangement i.

---

Arrangement i

C42H52BHfN12S2 as an isolated structure, computed with ωB97M-V/def2-TZVPD.

Calculated values
- Molecular weight: 978.40 g mol⁻¹
- Spin multiplicity: 2
- Charge: +2
- LUMO level (spin up / spin down): -5.2 / -5.9 eV
- HOMO energy (spin up / spin down): -11.9405 / -13.1916 eV

```
110
Properties=species:S:1:pos:R:3:mulliken_charge:R:1
Hf -0.75 -1.30 0.12 0.782
C -3.22 -0.92 -2.87 -1.138
C -3.73 -1.21 -1.51 0.538
C -5.04 -1.55 -1.17 -2.050
C -5.03 -1.73 0.19 0.164
N -3.79 -1.50 0.65 0.809
N -2.97 -1.18 -0.39 -0.202
B -3.23 -1.50 2.09 0.323
N -2.45 -0.16 2.26 0.925
C -2.91 0.88 2.96 0.147
C -2.06 1.95 2.79 -2.193
C -1.06 1.49 1.94 0.823
C 0.08 2.29 1.43 -1.032
N -1.30 0.20 1.62 0.060
N -2.29 -2.73 2.21 1.259
C -2.45 -3.74 3.08 -0.173
C -1.66 -4.79 2.68 -1.608
C -1.02 -4.37 1.52 0.234
C -0.12 -5.20 0.68 -1.066
N -1.40 -3.10 1.24 0.414
N -4.21 -1.54 3.22 0.312
C -5.54 -1.32 3.40 -0.064
C -5.80 -1.28 4.74 -1.277
C -4.54 -1.46 5.36 0.731
C -4.25 -1.45 6.81 -1.291
N -3.61 -1.61 4.44 -1.169
H -3.72 -1.57 -3.59 0.387
H -2.14 -1.06 -2.95 0.056
H -3.45 0.11 -3.14 0.387
H -5.87 -1.64 -1.83 0.576
H -5.83 -2.04 0.83 0.671
H -3.81 0.83 3.53 0.566
H -2.14 2.92 3.22 0.588
H 0.72 2.58 2.26 0.418
H -0.31 3.21 0.98 0.375
H 0.65 1.74 0.69 -0.250
H -3.09 -3.64 3.93 0.687
H -1.57 -5.75 3.16 0.603
H -0.07 -6.20 1.10 0.452
H 0.90 -4.80 0.64 0.081
H -0.50 -5.27 -0.34 0.089
H -6.22 -1.19 2.58 0.445
H -6.75 -1.14 5.22 0.502
H -5.18 -1.52 7.37 0.381
H -3.73 -0.54 7.09 0.261
H -3.60 -2.29 7.08 0.327
S 2.41 -0.93 -1.36 -0.557
C 2.22 0.78 -1.75 0.252
N 3.30 1.40 -2.27 0.211
C 3.10 2.68 -2.92 -0.888
C 2.13 3.50 -2.09 -0.632
N 0.89 2.77 -1.96 0.665
C -0.34 3.53 -1.99 -0.567
C -0.46 4.37 -3.23 -0.325
C -0.44 5.76 -3.14 -0.050
C -0.58 6.54 -4.28 -0.731
C -0.74 5.93 -5.51 -0.424
C -0.75 4.55 -5.61 -0.755
C -0.62 3.77 -4.48 -0.323
C 0.97 1.43 -1.78 0.179
S -0.51 0.52 -1.72 -0.563
C 4.67 0.92 -2.21 -1.663
C 5.45 1.62 -1.12 0.748
C 4.87 1.80 0.13 0.930
C 5.59 2.36 1.17 -0.938
C 6.90 2.74 0.96 -0.577
C 7.48 2.59 -0.29 -0.657
C 6.76 2.04 -1.33 -0.691
H 2.68 2.53 -3.93 0.350
H 4.06 3.19 -3.02 0.490
H 1.92 4.46 -2.57 0.534
H 2.57 3.70 -1.10 0.239
H -0.37 4.18 -1.11 0.328
H -1.17 2.82 -1.94 0.411
H -0.33 6.23 -2.18 0.403
H -0.57 7.61 -4.20 0.418
H -0.86 6.54 -6.40 0.409
H -0.88 4.08 -6.57 0.419
H -0.64 2.70 -4.55 0.444
H 5.14 1.08 -3.18 0.600
H 4.66 -0.16 -2.02 0.543
H 3.84 1.52 0.27 -0.179
H 5.13 2.47 2.14 0.460
H 7.47 3.16 1.78 0.428
H 8.50 2.90 -0.45 0.418
H 7.22 1.92 -2.30 0.429
C 3.83 -1.77 1.14 -1.856
C 2.35 -1.48 1.43 2.257
C 1.83 -2.55 2.40 -1.732
C 2.21 -0.14 2.15 -0.906
C 1.49 -1.56 0.14 -0.617
H 4.38 -1.93 2.07 0.503
H 4.31 -0.95 0.61 0.316
H 3.94 -2.67 0.54 0.348
H 2.34 -2.45 3.35 0.574
H 2.02 -3.55 2.03 0.324
H 0.76 -2.42 2.58 0.138
H 2.86 -0.14 3.02 0.709
H 1.19 0.00 2.51 0.172
H 2.50 0.70 1.52 -0.472
H 1.55 -2.62 -0.17 0.605
N -1.51 -4.48 -2.98 0.028
C -0.36 -3.99 -3.51 -0.912
C 0.03 -2.97 -2.69 -0.505
N -0.88 -2.85 -1.66 1.267
C -1.79 -3.78 -1.88 -1.289
H -2.03 -5.26 -3.36 0.265
H 0.10 -4.39 -4.39 0.443
H 0.87 -2.31 -2.78 0.211
H -2.65 -3.95 -1.26 0.481
```

---

Arrangement ii

C42H52BHfN12S2 as an isolated structure, computed with ωB97M-V/def2-TZVPD.

Calculated values
- Molecular weight: 978.40 g mol⁻¹
- Spin multiplicity: 2
- Charge: +2
- LUMO level (spin up / spin down): -6.1 / -6.2 eV
- HOMO energy (spin up / spin down): -12.6153 / -13.3187 eV

```
110
Properties=species:S:1:pos:R:3:mulliken_charge:R:1
Hf 0.74 0.37 1.37 -0.336
C 4.05 -0.86 2.92 -0.882
C 2.76 -1.18 3.58 -0.014
C 2.55 -1.64 4.88 -1.590
C 1.19 -1.79 4.99 -0.064
N 0.62 -1.47 3.82 0.735
N 1.58 -1.07 2.95 -0.012
B -0.86 -1.57 3.40 -0.075
N -1.44 -0.14 3.43 0.900
C -2.33 0.41 4.26 0.265
C -2.53 1.72 3.89 -1.940
C -1.70 1.93 2.79 0.566
C -1.55 3.14 1.94 -1.349
N -1.02 0.79 2.53 0.323
N -0.89 -2.12 1.94 1.127
C -1.56 -3.20 1.52 -0.020
C -1.33 -3.38 0.18 -2.075
C -0.49 -2.32 -0.18 0.228
C 0.05 -2.00 -1.53 0.795
N -0.23 -1.57 0.89 0.220
N -1.69 -2.47 4.27 0.359
C -1.40 -3.59 5.00 -0.402
C -2.58 -4.15 5.40 -1.233
C -3.59 -3.32 4.84 0.680
C -5.05 -3.53 4.93 -1.299
N -3.04 -2.33 4.17 -1.138
H 4.77 -0.52 3.66 0.425
H 4.46 -1.75 2.45 0.342
H 3.92 -0.09 2.15 -0.183
H 3.29 -1.82 5.63 0.536
H 0.60 -2.09 5.83 0.949
H -2.79 -0.16 5.04 0.716
H -3.20 2.43 4.33 0.582
H -1.66 4.04 2.54 0.454
H -0.58 3.16 1.44 0.118
H -2.34 3.13 1.19 0.347
H -2.16 -3.79 2.19 0.543
H -1.72 -4.14 -0.46 0.662
H -0.77 -1.96 -2.25 -0.833
H 0.57 -1.05 -1.54 -0.677
H 0.74 -2.79 -1.86 0.631
H -0.40 -3.92 5.16 0.775
H -2.72 -5.01 6.01 0.495
H -5.30 -4.07 5.84 0.368
H -5.58 -2.58 4.91 0.360
H -5.40 -4.12 4.08 0.257
S -1.92 0.59 -0.46 -0.076
C -1.54 1.01 -2.04 -0.476
N -2.26 0.61 -3.09 0.304
C -1.88 1.03 -4.42 -0.463
C -1.32 2.44 -4.38 -1.038
N -0.23 2.49 -3.43 0.399
C 0.96 3.22 -3.78 -2.124
C 2.02 2.38 -4.46 1.144
C 2.14 1.01 -4.24 0.482
C 3.18 0.30 -4.80 -1.022
C 4.12 0.94 -5.59 -0.579
C 4.00 2.29 -5.84 -0.677
C 2.95 3.01 -5.28 -0.667
C -0.35 1.83 -2.28 0.049
S 0.83 1.94 -1.08 0.096
C -3.41 -0.27 -2.93 -0.285
C -3.73 -1.01 -4.20 -0.410
C -4.81 -0.63 -4.99 -0.304
C -5.08 -1.29 -6.18 -0.706
C -4.27 -2.33 -6.59 -0.444
C -3.19 -2.72 -5.81 -0.878
C -2.92 -2.06 -4.63 0.111
H -2.76 0.99 -5.06 0.598
H -1.13 0.34 -4.83 0.241
H -2.11 3.15 -4.09 0.314
H -0.95 2.73 -5.37 0.510
H 1.40 3.62 -2.85 0.458
H 0.69 4.07 -4.41 0.652
H 1.42 0.49 -3.62 0.249
H 3.26 -0.77 -4.63 0.576
H 4.95 0.38 -6.02 0.444
H 4.72 2.79 -6.46 0.414
H 2.86 4.06 -5.48 0.459
H -4.27 0.32 -2.61 0.465
H -3.18 -0.98 -2.12 0.523
H -5.44 0.18 -4.67 0.423
H -5.92 -0.98 -6.78 0.425
H -4.49 -2.85 -7.51 0.412
H -2.56 -3.54 -6.13 0.432
H -2.08 -2.37 -4.03 0.290
C 1.66 4.22 3.41 -1.923
C 2.29 2.83 3.15 3.218
C 3.81 3.06 2.99 -1.864
C 2.01 1.93 4.36 -1.442
C 1.82 2.22 1.87 -0.748
H 2.19 4.70 4.23 0.523
H 0.61 4.12 3.69 0.318
H 1.74 4.85 2.53 0.398
H 4.25 3.30 3.95 0.470
H 3.99 3.89 2.32 0.447
H 4.30 2.18 2.59 0.239
H 2.21 2.46 5.28 0.595
H 2.66 1.06 4.34 0.142
H 0.97 1.61 4.37 0.208
H 2.12 2.90 1.05 0.285
N 4.14 -0.67 -1.47 0.114
C 3.86 -1.93 -1.04 -1.099
C 2.88 -1.81 -0.11 -0.812
N 2.54 -0.49 0.03 1.046
C 3.33 0.17 -0.80 -1.010
H 4.82 -0.41 -2.16 0.299
H 4.38 -2.79 -1.43 0.514
H 2.39 -2.59 0.46 0.587
H 3.35 1.23 -0.94 0.533
```

---

What should be chosen as the least stable of them? Choose arrangement ii.

---

Arrangement i

C8H7Br6NO2 as an isolated structure, computed with ωB97M-V/def2-TZVPD.

Calculated values
- Molecular weight: 628.57 g mol⁻¹
- LUMO level: -0.6 eV
- HOMO energy: -10.1520 eV

```
24
Properties=species:S:1:pos:R:3:mulliken_charge:R:1
C -2.77 -1.83 -1.81 0.004
Br -1.88 -0.79 -3.21 -0.046
Br -3.44 -3.51 -2.44 -0.015
Br -4.13 -0.77 -0.84 -0.027
H -1.99 -2.00 -1.08 0.079
C -1.23 3.04 -2.08 -0.091
Br 0.70 3.06 -1.95 -0.010
Br -1.91 4.68 -2.86 -0.036
Br -2.02 2.66 -0.34 -0.011
H -1.52 2.24 -2.73 0.136
C 0.94 -0.41 -0.46 -0.556
C -0.01 -0.66 0.51 0.365
C 0.39 -0.85 1.84 -0.809
C 1.70 -0.60 2.19 0.406
C 2.62 -0.13 1.26 -0.544
C 2.24 -0.07 -0.06 -0.569
N 2.06 -0.79 3.59 0.860
O 2.89 -0.06 4.09 -0.558
O 1.50 -1.70 4.19 -0.543
H 0.68 -0.28 -1.50 0.385
H -1.07 -0.62 0.30 0.372
H -0.37 -1.02 2.59 0.375
H 3.62 0.15 1.54 0.434
H 3.02 0.25 -0.73 0.400
```

---

Arrangement ii

C8H7Br6NO2 as an isolated structure, computed with ωB97M-V/def2-TZVPD.

Calculated values
- Molecular weight: 628.57 g mol⁻¹
- LUMO level: -0.7 eV
- HOMO energy: -10.1611 eV

```
24
Properties=species:S:1:pos:R:3:mulliken_charge:R:1
C 2.89 -0.16 5.83 -0.323
Br 3.76 0.12 4.13 0.015
Br 3.18 -2.01 6.62 -0.034
Br 0.91 0.27 5.73 -0.025
H 3.26 0.60 6.51 0.369
C 0.83 3.92 1.39 -0.318
Br 1.41 5.20 2.73 -0.010
Br 1.80 4.07 -0.31 -0.009
Br -1.11 4.22 1.03 -0.017
H 0.96 2.96 1.88 0.353
C -1.60 -1.51 -4.41 -0.412
C -2.33 -0.68 -3.61 -0.333
C -2.15 -0.64 -2.23 -0.259
C -1.18 -1.36 -1.64 0.140
C -0.41 -2.23 -2.43 -0.317
C -0.59 -2.27 -3.81 -0.414
N -1.00 -1.30 -0.19 0.961
O -1.65 -0.46 0.44 -0.574
O -0.13 -2.02 0.32 -0.581
H -1.74 -1.36 -5.47 0.355
H -3.00 -0.08 -4.21 0.328
H -2.71 0.12 -1.70 0.409
H 0.57 -2.55 -2.14 0.336
H 0.05 -2.87 -4.46 0.360
```

---

What should be chosen as the least stable of them? Choose arrangement ii.

---

Arrangement i

An isolated ion of composition C5H14N2 and charge +2, computed with ωB97M-V/def2-TZVPD.

Calculated values
- Molecular weight: 102.18 g mol⁻¹
- Charge: +2
- LUMO level: -7.3 eV
- SMILES string: C=C([NH3+])C[C@H](C)[NH3+]
- HOMO energy: -18.7240 eV

```
21
Properties=species:S:1:pos:R:3:mulliken_charge:R:1
C 0.36 -1.50 -1.42 -1.309
C 0.52 -1.11 0.03 0.017
C -0.52 -0.07 0.49 -0.939
C -0.13 1.30 0.00 0.273
C 1.07 1.86 0.09 -0.957
N -1.25 2.31 -0.13 -0.238
N 0.21 -2.39 0.88 -0.294
H 0.82 -0.70 -2.00 0.371
H -0.67 -1.63 -1.68 0.385
H 0.90 -2.42 -1.63 0.481
H 1.49 -0.79 0.40 0.369
H -0.76 -0.01 1.56 0.468
H -1.51 -0.38 0.13 0.547
H 1.24 2.85 -0.30 0.339
H 1.95 1.46 0.58 0.267
H -1.21 2.77 -1.05 0.385
H -2.17 1.87 -0.05 0.380
H -1.17 2.98 0.64 0.397
H -0.76 -2.40 1.20 0.351
H 0.57 -3.20 0.38 0.355
H 0.73 -2.42 1.76 0.352
```

---

Arrangement ii

A 2-piece molecular cluster, C5H14N2 overall, computed with ωB97M-V/def2-TZVPD.

Calculated values
- Molecular weight: 102.18 g mol⁻¹
- Charge: +2
- LUMO level (spin up / spin down): -10.8 / -11.0 eV
- HOMO energy (spin up / spin down): -19.5694 / -20.1704 eV

```
21
Properties=species:S:1:pos:R:3:mulliken_charge:R:1
C 0.24 1.30 0.22 0.135
C 0.36 3.25 -1.19 -0.797
C 0.50 -1.67 -0.77 -0.812
C -1.53 -1.17 0.45 -0.966
C 0.57 -1.53 1.61 -0.837
N 0.04 1.84 -0.93 -0.085
N -0.08 -1.21 0.44 0.141
H 0.70 1.64 1.08 0.384
H 1.13 3.66 -0.58 0.387
H -0.56 3.72 -1.01 0.370
H 0.70 3.24 -2.24 0.310
H 1.56 -1.54 -0.83 0.362
H 0.35 -2.78 -0.81 0.406
H -0.03 -1.19 -1.66 0.324
H -1.96 -0.84 1.40 0.377
H -1.97 -0.81 -0.41 0.422
H -1.86 -2.28 0.43 0.420
H 0.35 -0.91 2.40 0.396
H 0.44 -2.53 2.01 0.379
H 1.64 -1.38 1.31 0.354
H -0.24 1.39 -1.79 0.329
```

---

What should be chosen as the least stable of them? Choose arrangement ii.

---

Arrangement i

A 2-piece molecular cluster, C4H14NS overall, computed with ωB97M-V/def2-TZVPD.

Calculated values
- Molecular weight: 108.23 g mol⁻¹
- Charge: +1
- LUMO level: -3.2 eV
- HOMO energy: -12.9100 eV

```
20
Properties=species:S:1:pos:R:3:mulliken_charge:R:1
C -0.25 -2.13 -0.45 -0.688
C -0.13 -1.26 -1.70 -0.355
N -0.98 -0.04 -1.52 -0.132
H 0.42 -3.01 -0.49 0.346
H -0.02 -1.55 0.46 0.005
H -1.30 -2.51 -0.38 0.328
H 0.88 -0.87 -1.87 0.319
H -0.53 -1.76 -2.60 0.335
H -1.95 -0.33 -1.38 0.363
H -0.92 0.51 -2.34 0.351
H -0.67 0.54 -0.66 -0.077
C -0.23 0.58 2.21 -0.923
S -0.38 1.98 0.97 -0.098
C 1.34 2.21 0.63 -0.580
H 0.29 0.93 3.10 0.380
H 0.38 -0.29 1.85 0.312
H -1.21 0.18 2.51 0.351
H 1.54 3.31 0.44 0.313
H 1.96 1.89 1.53 0.263
H 1.76 1.62 -0.31 0.189
```

---

Arrangement ii

A 2-piece molecular cluster, C4H14NS overall, computed with ωB97M-V/def2-TZVPD.

Calculated values
- Molecular weight: 108.23 g mol⁻¹
- Charge: +1
- LUMO level: -3.7 eV
- HOMO energy: -13.0330 eV

```
20
Properties=species:S:1:pos:R:3:mulliken_charge:R:1
C 1.94 0.08 1.42 -0.671
C 2.19 -0.99 0.35 -0.861
H 2.64 0.96 1.35 0.289
H 1.94 -0.36 2.42 0.307
H 0.89 0.47 1.30 0.113
H 3.31 -1.19 0.40 0.295
H 1.72 -1.98 0.46 0.252
H 1.94 -0.73 -0.67 0.324
C -1.03 0.14 -0.92 -0.411
C -2.20 1.08 -0.57 -0.709
S -2.28 2.41 -1.78 -0.166
N -0.98 -1.08 0.00 -0.314
H -0.06 0.63 -0.81 0.334
H -1.17 -0.25 -1.95 0.345
H -2.09 1.45 0.52 0.341
H -3.13 0.60 -0.63 0.392
H -1.04 2.99 -1.58 0.154
H -0.33 -1.85 -0.39 0.390
H -1.83 -1.53 0.19 0.356
H -0.43 -0.83 0.88 0.241
```

---

What should be chosen as the least stable of them? Choose arrangement ii.